Density functional theory data (ωB97M-V/def2-TZVPD) for a cluster of 12 separate species, C58H141N7O12 in total at a distorted geometry.

The LUMO energy is 0.58 eV. The value obtained for the energy is -3580.26924 hartree. Its molar mass is 1128.8 g/mol. As for the energy relative to the best compared isomer or geometry (same formula, charge and spin): 441.34 kJ/mol.

```
! wB97M-V def2-TZVPD RIJCOSX def2/J DEFGRID3
* xyz 0 1
O 0.40632 -0.18377 5.03682
O -3.50260 -0.96698 -5.05723
O -5.40274 3.82276 -0.55734
O 5.31670 4.79241 0.04578
O 2.22797 3.39761 5.10449
O 5.27081 -2.55662 0.54780
O -3.31506 -4.82742 -0.42976
O 3.75399 -0.38142 -4.90729
O 1.73527 1.84172 -4.26045
O 0.51505 0.70197 -1.50962
O 2.60149 4.41588 1.06765
O 1.14080 -7.70985 -0.38703
N 0.88096 -0.51768 -0.93552
N -4.36900 -3.78409 -0.55404
N 3.88676 0.17833 5.84989
N -4.59191 3.59380 0.70339
N 2.70138 3.35539 8.04049
N -1.37923 1.54658 -6.17111
N 4.07999 -6.05539 1.19520
C -0.75809 0.55268 5.37962
C -5.13380 0.95530 0.49454
C 5.17374 -0.56964 -5.00891
C -2.35527 3.38624 1.58632
C 1.60267 -1.48096 1.22542
C -7.15566 -2.78411 -0.36602
C -5.01795 2.28668 1.31349
C -4.13266 2.11151 2.54619
C -0.19386 -1.47357 -1.18344
C -0.29410 1.01053 -5.36431
C 2.66024 3.10040 3.77907
C -5.04963 -3.63824 0.83525
C 2.59631 0.72179 0.38084
C -6.38993 2.54845 1.85923
C 6.06268 2.49156 -0.53690
C 5.48139 3.81387 -1.01455
C 2.59602 2.94235 -4.27535
C 2.73137 4.48181 7.15514
C -0.70274 -6.43208 0.20326
C -3.93382 -3.17098 1.73305
C 0.53430 -0.14390 -6.02435
C 1.30484 -0.18027 0.46559
C -5.64990 -4.95161 1.39927
C 5.72044 -0.60109 -3.60853
C 4.58952 -3.71524 1.22582
C -2.98049 5.21579 -0.07019
C 6.30154 4.37823 -2.20051
C 2.68181 -0.36880 5.29063
C 0.39252 -2.48967 1.08101
C 3.28426 4.14067 5.73960
C -4.21944 0.92206 -3.90049
C 0.65181 5.76838 1.67135
C -4.36103 -3.90436 -2.98362
C -4.67275 -0.40511 -4.42956
C 0.37731 0.64796 1.37596
C -0.14444 -1.84324 -2.66641
C 1.16937 5.17333 -0.71931
C -6.17112 -2.58547 0.77271
C 1.44788 0.24615 5.85478
C 1.77477 5.47624 0.63717
C 0.53480 -5.99134 -1.93741
C -5.95550 -5.35878 -1.75726
C 0.11254 -2.77218 -0.37860
C -3.15795 3.76179 0.37400
C -6.31323 -2.88006 -1.70347
C -5.87115 -0.32625 -5.35618
C -2.68691 1.96638 2.04315
C 0.69304 -6.36124 -0.50312
C 5.43898 -1.37444 1.33712
C 2.60898 -1.87783 5.47681
C -5.17853 -4.01247 -1.70749
C -2.73081 3.03829 -0.96931
C 5.80363 0.36261 -6.03971
C 3.65532 5.50630 7.80599
C 4.64443 -4.96872 0.35147
C 3.97708 -4.76515 -0.96850
C 0.53652 2.20877 -4.94096
C -1.63874 -0.94507 -0.93789
H 0.93577 2.74366 -5.82092
H -0.75473 0.59527 -4.52448
H -1.62101 3.11212 -1.01076
H -7.75636 -3.70617 -0.17983
H 2.74424 -2.32975 6.44119
H -3.85771 -1.74990 -5.52746
H 1.54988 -2.08268 5.21890
H -0.47838 -6.65752 1.24453
H 2.78693 -0.14719 4.23600
H 4.39492 -6.93739 0.79698
H 3.51016 4.73442 0.90845
H 4.47052 4.95674 8.38270
H -4.29365 2.96497 3.26686
H -1.52779 0.34269 4.69361
H 5.74417 -5.11261 0.21525
H -0.10749 -1.06232 -6.03112
H -0.44863 1.62901 5.49809
H -4.01183 1.67416 -4.58275
H -7.80557 -1.93797 -0.40141
H -3.14831 -3.96239 1.75777
H -2.01829 1.50226 2.82402
H -4.47900 1.16692 2.98308
H 1.86572 2.71775 7.98874
H -2.63173 1.26672 1.23038
H 4.21218 3.58320 5.82359
H 2.25036 1.70901 0.21393
H -6.72512 -5.00242 1.13541
H -7.17049 2.60566 1.08638
H 3.27518 -2.37857 4.83005
H 4.07106 -0.14651 6.78719
H 1.05955 1.03223 2.17387
H -5.16268 -5.83133 1.00524
H 1.39240 -5.65015 -0.02358
H -6.54793 -5.48941 -0.89162
H 5.88986 -0.64396 0.65646
H -3.80865 -5.66882 -0.24200
H -1.30260 -5.53644 0.15806
H -0.18340 -6.56247 -2.41013
H 2.90555 -4.50435 -0.79244
H -1.94604 5.42433 -0.28469
H 3.43827 0.54270 -4.92448
H -3.72051 -3.02279 -2.94222
H -6.92889 -3.09037 -2.58612
H -4.30307 -2.91867 2.76029
H 1.39311 0.00173 6.89117
H -0.67026 -3.48008 -0.58588
H 0.69706 4.18869 -0.90030
H 5.21959 -1.60955 -5.41855
H -3.74042 -4.75327 -2.94804
H 0.02387 -1.01537 -3.37459
H 5.65532 2.02173 0.40154
H -3.72419 5.44034 -0.99947
H 6.17882 4.89614 0.46723
H 1.89261 5.27687 -1.50930
H -2.39556 -1.68066 -1.13885
H 6.01632 1.70397 -1.37525
H -5.70906 -1.60433 0.57066
H 0.90493 0.73689 -2.36442
H -4.84425 1.45891 -3.19983
H 3.23972 0.39594 -0.47703
H -5.26741 0.23092 1.34293
H -2.27093 1.08692 -6.19026
H -3.31451 0.71608 -3.31699
H -3.30200 5.90290 0.62793
H 3.43963 2.37759 3.78785
H 0.17586 -4.94637 -2.03274
H 2.44005 -1.96832 0.82770
H -4.88020 -3.89362 -3.93200
H -1.04894 -2.31595 -3.04463
H 5.21252 -3.80071 2.18360
H 3.09019 -5.96796 1.12966
H 0.34065 5.80931 -1.00510
H -5.87869 4.67536 -0.37173
H 6.72535 -0.89937 -3.58034
H -5.25730 -6.12653 -1.88501
H 1.54043 -6.17554 -2.41985
H 3.24360 0.65491 1.29712
H -6.45952 3.49775 2.36868
H -0.02625 6.55525 1.29550
H 1.02452 -3.28500 -0.75488
H -3.58289 -2.19017 1.50901
H -6.55552 -5.37100 -2.67085
H 1.80848 2.71455 3.19558
H -6.11283 -1.30662 -5.63513
H -3.13676 3.39112 -1.90838
H -1.15624 0.31128 6.38058
H -6.01201 0.94085 -0.18479
H -2.50782 4.14473 2.36934
H 3.51989 2.58052 -3.85238
H -0.48882 -2.05582 1.45133
H 0.09576 4.87144 2.10136
H 3.01994 4.01393 3.26902
H 1.14944 6.23950 2.51682
H 1.71565 -1.17590 2.29968
H 1.40190 -0.57482 -5.50648
H 4.50397 3.67745 -1.37120
H 5.59271 0.37749 -3.11471
H 5.95581 5.37199 -2.42513
H 4.45120 -1.09287 1.75442
H 2.38819 6.37128 0.51002
H 2.29665 3.76046 -3.59597
H 6.22669 3.68672 -3.05992
H 2.72671 3.38456 -5.26749
H 1.77178 4.89640 6.94154
H -1.11570 1.92431 -7.08991
H -5.56588 0.19357 -6.24447
H 3.83798 1.19775 5.84871
H 3.59718 -3.32455 1.50794
H 0.54264 -3.40832 1.63895
H -1.12737 -7.28144 -0.23720
H -6.75473 0.20618 -4.91659
H 5.55105 1.41148 -5.81942
H -3.00643 1.98466 -0.86687
H 5.54911 0.22170 -7.04451
H -0.41746 0.05509 1.85019
H -5.76341 -1.95000 -1.82955
H 3.07563 6.03117 8.55030
H -6.60139 1.76378 2.54532
H -4.28348 0.78033 -0.09342
H 1.62784 1.37198 5.77993
H -1.78056 -0.05719 -1.54683
H 0.75193 0.07562 -7.06954
H -1.24621 3.38131 1.32700
H 3.34369 5.14058 5.22697
H 0.68763 -2.49431 -2.83566
H 2.77786 3.62023 8.97745
H 7.14729 2.69895 -0.39738
H 4.37085 -4.09950 -1.74401
H -1.74117 -0.57542 0.05404
H 4.14717 6.23007 7.16049
H 3.82991 -5.69537 -1.55367
H 7.32847 4.45167 -1.91144
H -6.63021 -2.59214 1.77213
H 6.88731 0.32514 -6.02780
H -5.48088 -4.98422 2.50363
H 0.00057 1.53074 0.82935
H -0.05711 2.95647 -4.35792
H 6.04607 -1.65874 2.24128
H 1.53676 -7.78972 0.48727
H 5.18008 -1.33232 -3.00788
H -4.98604 -1.06130 -3.58433
*
```

Density functional theory data (ωB97M-V/def2-TZVPD) for a cluster of 13 separate species, C58H147N9O13 in total at a distorted geometry.

The LUMO energy is 0.38 eV. The value obtained for the energy is -3768.77432 hartree. Its molar mass is 1178.9 g/mol. As for the energy relative to the best compared isomer or geometry (same formula, charge and spin): 0.00 kJ/mol.

```
! wB97M-V def2-TZVPD RIJCOSX def2/J DEFGRID3
* xyz 0 1
O 0.20390 5.40824 -3.14760
O -2.46877 -5.85997 0.85323
O -1.87651 -0.30962 -3.43822
O 1.70615 -6.01972 -1.87198
O -1.01565 -2.19836 0.80059
O -3.75386 -1.93256 4.82763
O -6.50542 -1.90484 -6.20086
O 3.51803 2.40796 3.94010
O -1.00580 3.01034 5.10846
O 3.87007 5.10941 2.41069
O -3.92536 2.01570 -0.63162
O 5.04728 -2.75532 -3.38323
O 1.17097 -4.64738 3.74684
N -4.89919 -5.35317 -0.35214
N 1.55139 0.33585 4.92168
N 2.85791 5.97379 1.96523
N -0.49338 8.51719 -5.04715
N -4.62419 -0.54282 -4.68980
N -1.08614 1.04514 -0.87861
N -0.20856 -1.87072 3.77413
N 4.10426 -1.69023 -3.52457
N -1.07137 -7.86191 -3.38380
C 4.08978 0.61812 2.39009
C -1.39676 -2.42395 4.48784
C 1.08147 2.00294 6.72466
C -1.14865 -1.86339 -5.20114
C -0.49320 4.16439 -3.12764
C 1.53971 3.95321 1.23813
C -1.77405 3.61833 4.12139
C -0.82359 -0.58117 -4.35296
C 0.51037 1.18709 5.57032
C -3.91371 1.85930 1.74769
C -4.75355 1.68250 0.43618
C 0.97865 7.40400 2.75434
C -0.37635 -0.02577 -0.26287
C 2.90289 -3.19826 3.17994
C -0.10606 2.08608 4.51351
C -5.22597 0.17971 0.34614
C 2.16408 6.51841 3.18442
C 0.31011 7.56456 -4.21207
C -0.20074 -6.74448 -3.16640
C -3.30953 -4.85618 1.41112
C -1.50050 -1.02826 0.14313
C 3.57317 1.13878 -3.40507
C 4.60456 -0.80828 -4.64440
C 0.10533 6.68994 1.72856
C 4.51485 -1.60394 -5.96734
C 2.55963 -4.62797 3.42989
C 3.28369 7.31633 3.95071
C 0.37423 0.42820 0.91583
C -4.97455 -1.92341 -4.30338
C -6.42009 -2.20356 -4.80223
C 3.06934 5.23278 -0.29837
C -4.88541 -2.26025 -2.78459
C 3.02596 0.17679 -2.32297
C 0.89962 6.31141 0.51750
C 3.89533 -1.07137 -2.17567
C 4.58177 1.78630 3.23876
C 3.09864 -2.11150 -1.35920
C -0.70440 0.64338 -5.27306
C 6.11356 -0.46906 -4.41888
C -4.78759 -1.06479 4.46971
C -4.22898 -4.26595 0.34572
C 2.07883 5.38017 0.87717
C 2.44289 -6.21055 -0.64233
C 0.90694 8.15655 -2.95725
C 1.58954 5.43659 4.07934
C -7.78965 -2.13028 -6.75556
C -0.53567 -3.09593 -0.16696
C -1.04971 -5.48746 -2.78618
C -0.59973 6.38748 -3.85212
C -1.20493 -2.63771 5.98700
C 3.34331 -5.19255 4.60636
C 5.59609 1.23208 4.24222
C -5.25002 -3.35306 1.02940
C 0.71811 -7.06968 -1.99053
C 5.19573 -0.79451 -1.41647
C -2.51471 -1.41538 4.33536
C -1.49273 -6.29232 1.76901
C 3.78326 0.47531 -4.72111
H 0.09657 9.14844 -5.56507
H 0.70848 4.96891 3.62519
H 1.14297 -0.29109 4.21332
H -0.48743 -1.97532 -6.05354
H 4.18855 1.11149 -5.49705
H -4.66930 -2.69960 1.68175
H -4.74385 -0.07109 4.95948
H -0.31936 5.77295 2.17657
H 0.28156 5.87509 -0.25863
H 2.37400 -2.63215 -2.00698
H 0.15035 -7.16304 -1.05879
H -1.67383 0.73991 -5.77011
H 0.54400 -6.53221 -3.95725
H -4.31797 -2.63927 -4.78659
H -2.19552 -1.72453 -5.51224
H 1.27707 5.87108 5.02596
H 0.44820 7.60999 3.70140
H 0.07349 -0.70900 -3.74919
H 5.40319 0.22194 4.57415
H -4.53611 1.87213 2.63577
H -1.55920 -5.67027 -1.82509
H -0.92781 -5.45374 2.22260
H 1.62690 8.92527 -3.23315
H -4.31136 -0.41665 0.27548
H 2.00793 -0.14596 -2.53929
H 0.25689 3.38540 -2.94693
H 1.41153 1.36187 7.54044
H -2.18016 -1.25407 -0.68987
H 4.98826 2.55024 2.60146
H -5.75097 -0.09523 1.26651
H 0.63755 3.92898 1.86569
H -0.69017 -8.45608 -4.11252
H -5.75446 -1.53618 4.75449
H -8.55398 -1.40192 -6.42735
H -0.34740 -4.04822 0.33464
H -0.33915 0.95394 1.56156
H 1.33672 7.22389 0.11261
H -6.76801 -3.19437 -4.51559
H 0.38251 -0.48871 -0.93586
H -2.24292 4.50230 4.56099
H -1.75173 -5.15923 -3.57281
H 2.73385 -5.24581 2.54898
H -4.72660 -0.46949 -5.70999
H -1.17954 4.10094 -2.27410
H 2.48469 5.14245 -1.20495
H 0.69712 2.58271 3.95150
H 1.20764 1.11454 0.74924
H 6.58072 1.20344 3.77725
H 0.01279 0.51649 -6.09801
H 2.87258 1.70885 4.20038
H -1.25577 -3.26128 -0.97308
H 3.81075 -0.24658 3.00846
H 0.40364 -2.74684 -0.61047
H -1.10805 -2.75124 -4.58006
H -3.56937 -3.71198 -0.33567
H -1.19798 3.97045 3.27046
H 6.33221 0.16739 -5.26213
H 0.70924 -0.44029 1.50171
H 3.63158 6.16072 -0.42032
H -0.53715 -1.92032 2.79203
H 1.83132 -5.93611 0.25462
H -1.98950 -7.59169 -3.71096
H -2.59315 -1.05239 3.29644
H 0.88674 -5.55058 3.95524
H -5.74418 -2.70675 0.28699
H 1.24913 3.49425 0.29815
H -3.89718 -5.28082 2.24885
H -3.28538 0.95912 1.87394
H 1.44315 8.32787 2.44839
H 1.07232 7.21606 -4.92563
H 3.96300 -3.18064 2.96551
H 2.33038 -2.80037 2.35583
H -5.84346 -5.47883 -0.01248
H 2.91740 1.98630 -3.56824
H -1.03994 6.02371 -4.77322
H -3.29001 2.76063 1.72643
H 2.99648 -6.19564 4.90982
H -1.00652 3.93148 -4.08093
H 3.33213 -5.54884 -0.59142
H 4.87017 0.28968 1.70276
H -2.14215 -0.52734 0.89391
H -7.09167 -1.50497 -4.27878
H 3.21216 -4.57929 5.51214
H 4.51009 1.61566 -3.09576
H -1.90375 -6.83281 2.64641
H -0.80779 -3.63209 6.19542
H -7.66664 -2.10277 -7.85703
H -5.12424 -3.30621 -2.55527
H 3.72779 4.37597 -0.22124
H 4.60725 -3.54423 -3.72022
H 1.37655 7.36163 -2.37788
H 3.90382 7.98126 3.36515
H -4.82964 -0.84385 3.37415
H -6.04068 -3.91462 1.57996
H -0.68831 7.40099 1.45759
H -3.89456 -2.10478 -2.35407
H -1.47035 6.68246 -3.23826
H 0.33759 2.68875 7.11586
H -0.25382 0.53513 6.00999
H 3.75280 -2.84580 -0.90023
H 5.89587 -1.62290 -1.66140
H -5.61611 -1.62327 -2.26467
H 6.29348 0.01587 -3.48003
H -3.05614 1.62931 -0.45550
H -0.36101 -4.65618 -2.65315
H 2.34822 3.34825 1.64486
H -0.64172 1.42913 3.80542
H 5.70026 0.11482 -1.74425
H 3.49527 4.35325 2.87347
H 2.79321 -7.26425 -0.55831
H -4.36233 -6.21857 -0.31687
H -5.84446 -0.02301 -0.52400
H 3.18055 0.80771 1.80543
H 2.73895 7.96259 4.66840
H 5.67746 1.85610 5.14026
H -0.81045 -6.99382 1.24752
H -0.49916 -1.90224 6.38500
H -1.41463 0.80463 -1.82116
H -5.39261 0.01300 -4.31220
H -2.18489 -2.49273 6.45941
H 0.16335 8.61084 -2.29238
H 1.20153 -8.05162 -2.12720
H 5.29078 -2.36078 -6.07671
H 2.75309 0.22268 -5.07523
H 2.32689 4.64794 4.27960
H -1.12949 9.04460 -4.45451
H 3.96239 6.66529 4.50711
H 2.98445 0.73519 -1.37953
H 3.57905 -2.15520 -5.92741
H -0.42760 1.58682 -4.77782
H -2.71288 -0.41109 -3.95014
H -2.31483 -0.50309 4.92400
H 6.76370 -1.34058 -4.47185
H 2.58012 -1.57731 -0.58113
H -0.45174 1.84599 -0.86085
H -2.67780 -4.08178 1.87056
H 2.67188 -2.61499 4.09050
H 1.95069 -0.18908 5.70344
H -2.59626 2.98537 3.73568
H 4.57612 -0.90606 -6.79508
H -5.60240 2.36049 0.43435
H 0.52161 -2.57059 3.75744
H 4.42096 -5.18458 4.36120
H 1.90093 2.60944 6.31079
H -8.22323 -3.13531 -6.53687
H 4.99324 -0.87441 -0.33237
H -1.84639 -3.30215 4.00321
*
```